C20H33N3O3S | ωB97M-V with the def2-TZVPD basis set

As for the frontier orbital gap: 9.1 eV. The structure (SMILES) is CCCC[C@H](C[C@H](O)COCC(C)C)C(=O)NNC(=S)Nc1ccccc1. The value obtained for the total energy is -42723.9800 eV. As for the spin multiplicity: 1. The calculation puts the relative energy (zero: lowest compared OMol25 entry of this formula, charge and spin) at 17.4 kcal per mole. As for the net charge: 0. The HOMO energy is -0.3080 hartree.

The geometry in XYZ format:
```
60
Properties=species:S:1:pos:R:3:lowdin_charge:R:1
S -3.727 -3.103 1.094 0.63
O 2.717 0.651 1.336 -0.17
O -0.250 0.230 -0.239 0.06
O 0.324 0.352 2.714 -0.01
N -1.361 -1.474 0.677 0.08
N -4.901 -0.867 0.400 0.05
N -2.573 -0.835 0.482 0.04
C -4.385 1.511 0.693 -0.03
C -3.725 -1.505 0.632 -0.83
C -5.805 3.144 -0.359 -0.09
C -5.162 0.485 0.158 -0.24
C 1.217 -1.850 2.115 -0.09
C 1.384 -0.545 2.920 -0.34
C 2.350 2.538 -0.792 -0.06
C -0.220 -0.865 0.302 -0.46
C 2.725 0.160 2.653 -0.16
C 1.046 -1.641 0.604 -0.23
C 4.849 2.840 -0.805 -0.08
C 0.776 -2.856 -1.634 -0.21
C -6.596 2.126 -0.865 -0.08
C 1.771 -1.951 -2.359 -0.27
C 1.577 -2.009 -3.870 -0.11
C 3.696 1.907 -0.445 -0.41
C 1.056 -2.987 -0.135 -0.16
C -6.281 0.806 -0.609 -0.03
C 3.757 1.553 1.042 -0.20
C -4.709 2.829 0.426 -0.08
H 2.832 0.993 3.364 0.13
H 1.875 -1.029 0.245 0.13
H -5.698 -1.488 0.374 0.12
H 1.352 -0.805 3.987 0.15
H -6.048 4.174 -0.564 0.10
H 2.097 -2.472 2.289 0.13
H 2.789 -2.261 -2.112 0.11
H -0.234 -2.469 -1.788 0.11
H 0.316 -3.659 0.306 0.11
H 3.800 0.975 -1.011 0.14
H -3.559 1.290 1.350 0.11
H 5.808 2.382 -0.571 0.07
H 1.638 -0.922 -2.025 0.10
H 2.285 -1.354 -4.372 0.07
H 2.038 -3.446 0.005 0.12
H 2.202 3.452 -0.220 0.08
H 4.730 1.095 1.282 0.13
H 4.768 3.773 -0.250 0.08
H 1.539 1.850 -0.569 0.05
H 0.499 0.811 1.879 0.08
H 0.571 -1.694 -4.135 0.07
H 4.828 3.070 -1.867 0.08
H 0.814 -3.854 -2.078 0.12
H 2.313 2.783 -1.850 0.08
H 3.565 -0.535 2.807 0.13
H -7.464 2.360 -1.464 0.10
H -2.471 0.056 0.006 0.14
H -4.100 3.616 0.845 0.11
H 3.651 2.462 1.656 0.14
H 1.727 -3.022 -4.239 0.07
H -1.464 -2.406 1.069 0.06
H -6.899 0.012 -1.002 0.11
H 0.349 -2.379 2.516 0.12
```

C20H33N3O3S | ωB97M-V with the def2-TZVPD basis set

As for the frontier orbital gap: 9.2 eV. The structure (SMILES) is CCCC[C@H](C[C@H](O)COCC(C)C)C(=O)NNC(=S)Nc1ccccc1. The value obtained for the total energy is -42723.8189 eV. As for the spin multiplicity: 1. The calculation puts the relative energy (zero: lowest compared OMol25 entry of this formula, charge and spin) at 21.1 kcal per mole. As for the net charge: 0. The HOMO energy is -0.3182 hartree.

The geometry in XYZ format:
```
60
Properties=species:S:1:pos:R:3:lowdin_charge:R:1
S 2.833 0.990 -0.294 0.66
O -1.579 -0.707 0.939 0.07
O -1.602 -3.974 -1.833 -0.02
O -0.584 -1.236 -3.674 -0.13
N 0.640 -0.413 0.926 0.06
N 0.501 0.972 0.914 0.04
N 1.266 3.037 0.133 0.05
C 0.849 -3.177 1.733 -0.17
C -0.129 1.100 -3.846 -0.40
C 0.204 3.855 0.537 -0.24
C -0.176 -2.674 0.712 -0.24
C -0.299 -2.517 -3.185 -0.15
C 1.434 -3.435 4.180 -0.27
C -1.617 1.408 -3.980 -0.07
C 0.999 -3.166 5.615 -0.12
C 0.610 2.274 -3.210 -0.08
C -0.465 -1.192 0.866 -0.47
C 0.417 -2.903 3.172 -0.22
C -0.114 4.953 -0.261 -0.03
C -0.838 -2.788 -1.763 -0.34
C 0.075 -0.174 -3.021 -0.21
C -1.537 4.491 2.064 -0.07
C 0.293 -2.932 -0.729 -0.10
C -1.146 5.798 0.098 -0.08
C -1.869 5.564 1.256 -0.09
C 1.442 1.702 0.273 -0.83
C -0.504 3.638 1.717 -0.03
H 0.570 3.141 -3.864 0.08
H -0.479 1.248 0.932 0.14
H 0.783 -2.712 -3.223 0.13
H -0.332 -0.027 -2.008 0.12
H 0.451 5.134 -1.164 0.11
H 1.150 -0.394 -2.928 0.12
H -0.552 -3.373 3.355 0.12
H 0.294 -1.828 3.319 0.11
H 1.965 3.475 -0.453 0.13
H -1.387 6.641 -0.531 0.11
H -1.770 2.278 -4.614 0.08
H 0.969 -4.255 1.595 0.13
H 0.045 -3.647 5.821 0.07
H -2.052 1.611 -3.003 0.08
H -2.678 6.222 1.533 0.10
H -1.493 -1.948 -1.487 0.15
H -0.226 2.836 2.381 0.11
H 1.576 -0.698 0.640 0.05
H 1.736 -3.550 6.317 0.07
H -1.125 -3.194 0.886 0.15
H 1.558 -4.510 4.034 0.11
H -2.059 -4.102 -0.994 0.09
H 1.653 2.023 -3.028 0.06
H 0.141 2.537 -2.264 0.06
H 1.822 -2.717 1.550 0.12
H -0.805 -3.205 -3.865 0.13
H 0.887 -2.098 5.786 0.07
H -2.080 4.314 2.980 0.11
H 0.679 -3.952 -0.808 0.13
H 1.107 -2.248 -0.976 0.11
H -2.130 0.557 -4.417 0.07
H 0.281 0.910 -4.842 0.14
H 2.401 -2.962 3.999 0.11
```

C20H33N3O4S | ωB97M-V with the def2-TZVPD basis set

As for the frontier orbital gap: 9.1 eV. The structure (SMILES) is CCNS(=O)(=O)CC(=O)N(C)C[C@H](C)NC(=O)C[C@H](C)c1ccc(CC)cc1. The value obtained for the total energy is -44772.4485 eV. As for the spin multiplicity: 1. The calculation puts the relative energy (zero: lowest compared OMol25 entry of this formula, charge and spin) at 12.1 kcal per mole. As for the net charge: 0. The HOMO energy is -0.3178 hartree.

The geometry in XYZ format:
```
61
Properties=species:S:1:pos:R:3:lowdin_charge:R:1
S -3.218 1.991 1.023 0.61
O -4.176 3.063 1.021 -0.30
O 2.978 -2.547 -1.880 0.06
O -2.007 2.093 1.785 -0.28
O -1.749 -0.310 -0.231 0.06
N -4.027 0.640 1.429 -0.14
N -1.567 0.459 -2.339 -0.09
N 0.812 -1.973 -1.422 0.11
C 1.514 -0.745 -3.507 -0.04
C -1.630 1.506 -3.339 -0.03
C 2.951 -2.583 1.127 -0.33
C 0.940 0.618 1.624 -0.02
C -3.596 -0.064 3.780 -0.08
C -0.880 -0.778 -2.691 -0.10
C -1.974 0.569 -1.049 -0.47
C 0.612 -0.808 -2.284 -0.31
C 2.954 -3.238 2.503 -0.06
C 3.337 -0.173 0.499 -0.02
C -2.767 1.816 -0.696 -0.14
C 2.554 -1.121 1.151 -0.21
C 1.358 -0.702 1.721 -0.03
C -3.426 -0.376 2.302 -0.28
C 1.715 1.562 0.960 -0.24
C 1.245 2.986 0.796 -0.20
C 2.925 1.148 0.409 -0.03
C 2.027 -3.348 0.156 -0.07
C 1.995 -2.600 -1.163 -0.48
C 0.853 3.290 -0.650 -0.09
H 0.149 -1.975 -0.660 0.12
H -0.008 0.924 2.050 0.09
H -3.099 0.872 4.033 0.07
H 1.227 0.127 -4.101 0.08
H 1.706 3.175 -1.321 0.07
H -3.697 1.865 -1.260 0.12
H 2.031 3.677 1.112 0.11
H 1.960 -3.228 2.954 0.07
H -3.162 -0.860 4.387 0.08
H -1.403 -1.603 -2.209 0.13
H -3.888 -1.331 2.047 0.12
H -4.652 0.021 4.047 0.07
H 3.275 -4.279 2.429 0.08
H 0.803 0.085 -1.675 0.14
H 3.959 -2.637 0.709 0.14
H 0.083 2.592 -0.987 0.05
H 0.385 3.157 1.445 0.10
H -0.638 1.915 -3.546 0.09
H 0.471 4.307 -0.756 0.08
H -2.040 1.108 -4.268 0.10
H -2.269 2.321 -3.012 0.08
H 1.402 -1.637 -4.124 0.09
H -0.978 -0.912 -3.769 0.12
H 4.267 -0.484 0.036 0.12
H 3.632 -2.719 3.181 0.08
H 0.724 -1.418 2.234 0.11
H -4.994 0.871 1.615 0.11
H -2.377 -0.448 2.028 0.09
H 2.425 -4.349 -0.021 0.13
H 3.554 1.870 -0.101 0.11
H 2.560 -0.657 -3.233 0.07
H 1.032 -3.446 0.596 0.12
H -2.193 2.722 -0.897 0.10
```

C20H33N6O2 | ωB97M-V with the def2-TZVPD basis set

As for the frontier orbital gap: 8.6 eV. The structure (SMILES) is CCCC[C@H](c1nnnn1CCOC)[NH+]1CCN(c2cccc(OC)c2)CC1. The value obtained for the total energy is -34303.5343 eV. As for the spin multiplicity: 1. The calculation puts the relative energy (zero: lowest compared OMol25 entry of this formula, charge and spin) at 3.1 kcal per mole. As for the net charge: +1. The HOMO energy is -0.3958 hartree.

The geometry in XYZ format:
```
61
Properties=species:S:1:pos:R:3:lowdin_charge:R:1
O 1.348 -2.148 -1.422 -0.23
O -2.018 4.454 -4.376 -0.07
N 2.871 -1.957 0.983 -0.05
N -0.837 2.859 -0.093 -0.11
N 2.660 -0.039 1.948 0.09
N 3.942 -0.350 1.828 0.00
N 4.084 -1.468 1.266 0.08
N 0.202 0.454 1.117 -0.06
C -0.152 -1.502 2.672 -0.13
C 1.722 -4.612 4.132 -0.10
C 1.444 -3.139 3.858 -0.26
C -1.173 2.484 1.249 -0.13
C 2.702 -3.184 0.258 -0.08
C 1.980 -1.043 1.428 -0.28
C -1.514 3.626 -2.267 0.06
C 0.180 -2.962 3.016 -0.19
C -3.766 3.359 -3.073 -0.02
C 0.491 -1.006 1.368 -0.17
C 1.038 -1.961 -2.789 -0.08
C -3.140 2.529 -0.894 -0.05
C 0.455 2.343 -0.459 -0.12
C 2.530 -2.905 -1.235 -0.19
C -2.935 4.751 -5.406 -0.07
C -4.084 2.731 -1.884 -0.07
C -1.835 2.982 -1.080 -0.22
C 0.498 0.817 -0.291 -0.07
C -1.143 0.958 1.470 -0.08
C -2.465 3.816 -3.269 -0.27
H 0.912 -2.922 -3.295 0.10
H -2.156 2.875 1.508 0.13
H -0.530 4.032 -2.437 0.13
H -1.875 0.461 0.831 0.14
H 1.311 -2.617 4.807 0.12
H -4.526 3.495 -3.823 0.11
H -3.346 3.841 -5.852 0.10
H -0.442 2.947 1.925 0.14
H 0.677 2.587 -1.497 0.13
H 0.103 -1.407 -2.828 0.09
H 1.879 -5.157 3.203 0.07
H 3.601 -3.780 0.418 0.14
H 2.312 -2.699 3.367 0.09
H -1.361 0.747 2.516 0.13
H 1.224 2.801 0.175 0.14
H -3.751 5.384 -5.045 0.10
H -0.654 -3.369 3.590 0.12
H -1.234 -1.426 2.563 0.12
H 2.460 -3.861 -1.769 0.14
H 3.399 -2.353 -1.621 0.14
H 0.126 -1.589 0.516 0.16
H 2.612 -4.719 4.745 0.08
H 0.887 -5.066 4.658 0.08
H 0.168 -0.866 3.501 0.13
H -0.257 0.349 -0.927 0.14
H -5.094 2.382 -1.727 0.11
H 1.829 -3.713 0.642 0.12
H 0.245 -3.552 2.100 0.10
H 1.479 0.430 -0.566 0.13
H 0.904 0.944 1.707 0.16
H -3.445 2.033 0.014 0.10
H -2.365 5.294 -6.157 0.10
H 1.825 -1.392 -3.295 0.10
```

C20H33NO | ωB97M-V with the def2-TZVPD basis set

As for the frontier orbital gap: 8.8 eV. The value obtained for the total energy is -24794.3542 eV. As for the spin multiplicity: 1. The calculation puts the relative energy (zero: lowest compared OMol25 entry of this formula, charge and spin) at 437.0 kcal per mole. As for the net charge: 0. The HOMO energy is -0.2954 hartree.

The geometry in XYZ format:
```
55
Properties=species:S:1:pos:R:3:lowdin_charge:R:1
O -1.093 1.161 1.855 -0.04
N -0.367 -0.078 -3.078 -0.13
C 1.128 1.353 1.170 -0.17
C 0.047 -0.869 1.543 -0.10
C -1.641 -2.639 1.233 -0.13
C -0.638 -1.489 -3.908 -0.17
C 2.022 3.358 0.187 -0.15
C 1.441 3.182 2.596 0.00
C -0.079 0.384 1.622 -0.28
C -0.157 -2.538 -3.117 -0.27
C 1.054 -0.501 -2.738 -0.17
C 1.302 2.830 1.118 -0.53
C -2.101 1.150 0.692 -0.18
C -2.225 1.837 -0.436 -0.28
C 2.207 0.749 0.908 -0.04
C -1.212 0.186 -2.067 -0.27
C -1.389 -1.609 2.165 -0.19
C -0.737 -2.359 3.513 0.03
C -1.167 1.596 -1.408 -0.16
C 1.085 -2.030 -2.356 -0.17
C 1.314 -1.558 1.361 -0.06
C 2.464 -0.876 0.961 0.04
H -1.816 -1.309 -3.965 0.15
H 3.082 3.224 0.409 0.09
H 1.394 0.291 -1.912 0.14
H -1.674 -2.851 4.093 0.13
H 1.474 4.103 2.640 -0.01
H -0.910 -2.951 -2.318 0.14
H -2.215 -0.071 0.502 0.15
H -0.981 -0.757 -1.080 0.18
H -3.237 1.184 1.442 0.21
H -0.156 -2.989 3.466 -0.08
H -2.482 -3.293 1.433 0.10
H 3.332 -1.478 0.719 0.08
H -0.253 -1.166 -4.911 0.13
H -0.483 -1.517 4.058 0.05
H 1.712 4.558 0.070 0.17
H -0.032 1.732 -1.033 0.13
H -0.032 3.100 0.941 0.21
H -2.095 -0.103 -2.280 0.04
H 0.945 -2.119 -1.275 0.05
H 1.692 -0.311 -3.458 0.04
H 0.345 -3.325 -3.837 0.14
H -3.115 1.915 -0.968 0.12
H -0.840 -3.312 0.918 0.10
H 1.256 -2.548 1.190 0.06
H -1.147 2.115 -2.322 0.10
H 0.880 2.742 3.314 0.06
H 3.172 1.124 0.809 0.08
H -1.970 -0.928 2.265 0.00
H -1.889 -2.297 0.359 0.00
H -1.876 2.926 -0.170 0.16
H 2.297 -2.562 -2.697 0.19
H 2.523 2.773 2.723 0.14
H 1.845 2.856 -0.938 0.16
```

C20H34Br4CoN4O6SeSi2Te | ωB97M-V with the def2-TZVPD basis set

As for the frontier orbital gap (alpha / beta): 5.8 / 5.8 eV. The value obtained for the total energy is -445728.6762 eV. As for the spin multiplicity: 2. The calculation puts the relative energy (zero: lowest compared OMol25 entry of this formula, charge and spin) at 61.0 kcal per mole. As for the net charge: -2. The HOMO energy (alpha / beta) is -0.0699 / -0.0695 hartree.

The geometry in XYZ format:
```
73
Properties=species:S:1:pos:R:3:lowdin_charge:R:1
Te 2.772 -1.724 0.843 1.48
Br -1.620 -5.945 -1.752 0.68
Br -0.111 -3.378 -3.119 0.76
Br -1.096 -3.482 3.330 0.75
Br -2.172 -5.997 1.450 0.67
Se -3.160 -0.551 -0.332 0.69
Co -0.765 -0.397 0.366 0.55
Si 4.225 -0.184 3.553 0.47
Si 5.215 -1.791 -1.343 0.42
O -3.037 -2.038 -0.905 -0.44
O -2.017 0.433 -1.025 -0.49
O 0.670 -1.308 -0.960 -0.25
O -4.626 0.037 -0.507 -0.50
O 0.354 -1.457 1.668 -0.35
O -2.676 -0.550 1.255 -0.47
N -1.340 3.570 2.413 -0.09
N -0.375 1.591 1.401 -0.10
N 0.571 2.505 3.437 -0.09
N 0.825 3.696 1.344 -0.08
C 3.104 -1.608 3.011 -0.52
C 0.036 -2.343 -0.506 -0.56
C -0.422 -3.414 -1.268 -0.65
C 1.435 3.351 2.624 -0.18
C 5.899 -0.907 4.169 -0.19
C -1.081 -4.493 -0.696 -0.77
C 5.325 0.098 -1.629 -0.19
C -0.681 3.214 3.663 -0.18
C 4.606 1.071 2.159 -0.21
C -0.427 4.387 1.625 -0.19
C -1.307 -4.526 0.668 -0.76
C 4.918 -2.162 0.479 -0.57
C 3.836 -2.569 -2.391 -0.20
C -0.848 -3.489 1.465 -0.63
C -1.611 2.338 1.673 -0.15
C 0.516 2.457 0.627 -0.14
C 6.897 -2.518 -1.920 -0.20
C 0.274 1.292 2.681 -0.16
C 3.479 0.797 5.024 -0.18
C -0.172 -2.407 0.929 -0.56
H 1.446 1.921 0.420 0.13
H -2.099 2.586 0.729 0.13
H -0.472 4.128 4.234 0.12
H 3.323 0.152 5.884 0.02
H -0.384 0.654 3.273 0.14
H 4.961 2.027 2.536 0.02
H -1.351 2.577 4.246 0.13
H 1.203 0.751 2.491 0.11
H 5.353 0.682 1.476 0.00
H 5.557 -1.576 1.131 -0.04
H 7.717 -2.150 -1.312 0.01
H 2.378 2.832 2.448 0.10
H 5.483 0.336 -2.677 0.01
H 2.870 -2.180 -2.077 -0.02
H -0.202 5.308 2.177 0.12
H 3.939 -2.369 -3.452 0.02
H 4.406 0.583 -1.313 0.01
H -2.289 1.709 2.255 0.13
H 6.144 0.539 -1.067 0.01
H 3.809 -3.647 -2.259 0.03
H -0.910 4.652 0.680 0.13
H 1.634 4.278 3.173 0.12
H 5.752 -1.547 5.035 0.01
H 6.370 -1.507 3.397 0.01
H 2.521 1.237 4.764 0.00
H 7.103 -2.249 -2.951 0.01
H 3.496 -2.568 3.335 0.00
H 3.710 1.246 1.571 -0.02
H 4.140 1.601 5.336 0.02
H 5.096 -3.210 0.708 -0.01
H 6.600 -0.128 4.456 0.01
H 0.031 2.705 -0.320 0.14
H 6.905 -3.600 -1.856 0.01
H 2.102 -1.505 3.417 -0.01
```

C20H34BrF5MnN4O4Te | ωB97M-V with the def2-TZVPD basis set

As for the frontier orbital gap (alpha / beta): 8.0 / 5.4 eV. The value obtained for the total energy is -157690.5398 eV. As for the spin multiplicity: 6. As for the net charge: 0. The HOMO energy (alpha / beta) is -0.3031 / -0.3031 hartree.

The geometry in XYZ format:
```
70
Properties=species:S:1:pos:R:3:lowdin_charge:R:1
Te 0.275 3.578 1.768 1.93
Br 2.538 1.363 -2.115 0.94
Mn 0.003 1.346 -0.208 0.90
F -1.490 4.306 1.545 -0.44
F -0.350 4.035 3.695 -0.58
F 1.467 1.140 0.834 -0.48
F 0.731 5.407 1.432 -0.52
F -0.928 1.865 1.870 -0.54
O 0.395 -0.465 -0.962 -0.09
O -1.631 1.138 -1.056 -0.15
O 0.090 3.183 -0.107 -0.73
O -3.671 0.310 -1.234 0.07
N -2.741 2.926 4.035 0.20
N -4.053 4.318 2.774 0.09
N -4.778 2.158 3.273 0.20
N -2.566 3.742 -1.639 0.07
C 3.869 -1.074 -1.641 -0.05
C -0.813 -3.058 -1.662 -0.02
C 0.513 -4.794 -0.478 -0.07
C -2.927 1.271 -1.187 -0.56
C 5.231 -4.127 -2.542 -0.03
C 6.461 -2.251 -1.442 -0.06
C 5.417 -4.020 -0.041 -0.04
C -3.850 3.133 3.335 -0.45
C 2.749 -3.123 -0.974 0.04
C -3.484 2.695 -1.253 -0.31
C 5.258 -3.189 -1.323 -0.55
C 3.942 -2.430 -1.293 -0.11
C 1.463 -1.093 -1.139 -0.32
C -4.060 2.954 0.146 -0.17
C -4.595 4.363 0.352 -0.17
C -5.080 4.614 1.776 -0.16
C 0.244 -3.291 -0.566 -0.53
C 2.671 -0.423 -1.590 -0.54
C 1.520 -2.531 -0.905 -0.04
C -0.306 -2.826 0.793 -0.02
H -5.425 4.575 -0.329 0.12
H -3.802 5.071 0.110 0.11
H -5.979 4.040 2.009 0.11
H -5.496 2.206 2.574 0.10
H 4.663 -4.801 0.045 0.08
H 0.413 -3.027 1.591 0.09
H -4.511 1.236 3.566 0.12
H 5.359 -3.389 0.847 0.10
H 4.415 -4.847 -2.473 0.08
H -1.679 -3.689 -1.457 0.09
H 2.824 -4.181 -0.777 0.10
H -0.422 -3.332 -2.645 0.09
H 0.914 -5.194 -1.412 0.09
H 5.111 -3.562 -3.468 0.09
H 7.379 -2.830 -1.344 0.09
H 6.393 -4.507 -0.048 0.09
H 6.170 -4.681 -2.599 0.09
H -1.753 3.757 -1.030 0.04
H -4.307 2.666 -1.972 0.15
H -3.206 4.871 2.694 0.14
H 1.200 -5.042 0.335 0.09
H -0.429 -5.305 -0.277 0.09
H -5.362 5.659 1.903 0.12
H -1.925 3.541 3.900 0.05
H -1.221 -3.380 1.011 0.09
H -0.549 -1.768 0.796 0.08
H 6.459 -1.491 -0.658 0.10
H -4.836 2.201 0.318 0.12
H 4.750 -0.533 -1.951 0.10
H -2.243 3.604 -2.586 0.08
H -2.512 1.982 4.295 0.12
H 6.495 -1.749 -2.410 0.09
H -3.250 2.775 0.859 0.09
H -1.154 -2.026 -1.690 0.08
```